Here is a structure of composition C26H35F5GaO26S at a distorted geometry from the Open Molecules 2025 dataset. Energies are from the ωB97M-V functional and the def2-TZVPD basis.

The geometry in XYZ format:
```
94
Properties=species:S:1:pos:R:3:forces:R:3:lowdin_charge:R:1
O -0.2482 2.7908 -1.9748 0.376 0.128 0.734 -0.4400
S 1.1150 2.8228 -2.5155 -1.422 -0.038 -1.118 0.5321
O 1.1787 3.5877 -3.7603 0.715 0.267 0.310 -0.4252
Ga 2.0627 0.6278 -2.7583 1.007 -0.666 0.457 0.3199
C 2.1844 3.8010 -1.2862 0.225 -0.672 -0.091 -0.5034
F 3.4560 3.4491 -1.5883 0.021 0.114 -0.064 0.0608
F 2.0836 5.1338 -1.4588 -0.143 0.073 0.151 0.0809
C 1.9551 3.4196 0.2125 0.453 0.549 -0.182 -0.5696
F 1.2979 2.2805 0.3535 -0.161 0.074 0.120 0.1297
F 1.2853 4.4144 0.8244 -0.229 -0.253 0.092 0.1397
F 3.1262 3.2814 0.8531 -0.081 0.123 0.027 0.1522
H 2.4969 0.2748 -1.2537 -0.170 0.158 -0.044 -0.1161
H 3.3983 0.7889 -3.6195 -0.250 0.224 -0.091 -0.1121
H 0.9302 -0.2505 -3.3352 -0.594 0.520 0.108 -0.0984
C 0.6235 -3.1389 -7.3314 -0.066 -0.069 -0.157 -0.1275
C 0.2789 -1.6663 -7.4288 -0.085 0.057 -0.172 -0.1214
O 0.5551 -1.1940 -6.1116 0.024 -0.160 -0.051 0.0584
C 1.4511 -2.0352 -5.5416 0.109 0.093 0.185 -0.5682
O 2.0179 -1.8432 -4.5206 0.322 -0.551 -0.369 0.0767
O 1.6190 -3.1481 -6.3113 -0.048 -0.017 -0.086 0.0456
H 1.0189 -3.5472 -8.2587 0.166 -0.019 0.092 0.1301
H -0.2227 -3.7478 -7.0048 -0.020 0.050 0.023 0.1287
H 0.9208 -1.1342 -8.1339 0.028 -0.037 0.007 0.1331
H -0.7614 -1.4867 -7.6897 -0.018 0.080 0.171 0.1292
C -2.1683 1.3997 2.8590 -0.005 0.249 0.011 -0.1082
C -1.6999 1.1402 1.4484 0.219 0.340 -0.265 -0.0878
O -1.3400 -0.2550 1.5025 -0.130 -0.004 0.236 0.0906
C -2.0255 -0.8209 2.5045 -0.066 -0.041 -0.188 -0.5789
O -2.0903 -1.9955 2.7165 0.066 -0.074 0.103 0.1281
O -2.6519 0.1104 3.2644 0.107 0.027 0.090 0.0403
H -2.9600 2.1414 2.9151 -0.143 -0.165 0.033 0.1153
H -1.3532 1.6963 3.5244 0.023 -0.072 -0.008 0.1294
H -2.4904 1.2708 0.7160 0.049 -0.106 0.045 0.1109
H -0.8472 1.7482 1.1630 0.140 -0.236 -0.034 0.1201
C 0.9214 -4.8278 3.2882 -0.254 -0.105 -0.073 -0.1133
C 0.6263 -3.5955 4.1101 -0.167 0.121 -0.019 -0.1158
O 1.9250 -3.2342 4.5979 0.009 -0.078 -0.037 0.0503
C 2.8496 -3.7559 3.7497 0.033 -0.025 -0.060 -0.5699
O 4.0098 -3.5031 3.7861 0.027 -0.004 0.044 0.1584
O 2.2703 -4.6035 2.8687 -0.013 0.121 0.201 0.0705
H 0.2560 -4.9307 2.4375 0.253 0.042 -0.080 0.1055
H 0.8879 -5.7436 3.8846 0.045 0.016 0.014 0.1349
H 0.2307 -2.7799 3.5046 0.012 -0.025 -0.031 0.1164
H -0.0549 -3.7859 4.9366 0.136 0.040 0.107 0.1290
C 5.7668 -3.0675 -5.3789 -0.091 0.113 0.247 -0.1020
C 5.3837 -4.5282 -5.4745 -0.050 -0.055 0.242 -0.1143
O 4.9222 -4.6355 -6.8255 0.099 0.041 0.004 0.0525
C 5.4886 -3.6375 -7.5435 -0.058 0.066 -0.050 -0.5809
O 5.4314 -3.5470 -8.7288 0.005 -0.023 -0.028 0.1480
O 6.1227 -2.7603 -6.7353 -0.030 -0.130 -0.001 0.0622
H 6.6055 -2.8880 -4.7116 0.104 0.058 -0.166 0.1319
H 4.9307 -2.4330 -5.0801 -0.029 -0.039 -0.028 0.1314
H 6.2360 -5.1981 -5.3408 0.022 0.034 -0.044 0.1283
H 4.5981 -4.8063 -4.7769 -0.125 -0.001 -0.157 0.1345
C -2.1219 -7.6072 -0.3150 -0.146 -0.119 -0.026 -0.1245
C -2.4310 -6.3706 0.4998 -0.273 0.132 0.051 -0.1141
O -1.1432 -5.9968 0.9953 -0.056 -0.266 -0.225 0.0350
C -0.2048 -6.5149 0.1554 0.096 0.049 -0.033 -0.5571
O 0.9487 -6.2534 0.1946 0.020 -0.028 0.045 0.1876
O -0.7756 -7.3750 -0.7276 -0.055 0.070 0.097 0.0620
H -2.7727 -7.7234 -1.1781 0.143 0.033 -0.100 0.1306
H -2.1545 -8.5209 0.2826 0.015 0.024 0.027 0.1302
H -2.8228 -5.5538 -0.1082 0.037 -0.007 -0.023 0.1370
H -3.1164 -6.5618 1.3217 0.137 0.054 0.114 0.1317
C -7.0846 3.7379 1.0164 -0.169 0.118 0.010 -0.1183
C -6.0941 4.1120 2.0982 -0.049 0.218 0.092 -0.1137
O -5.2675 2.9471 2.1675 -0.069 0.004 -0.080 0.0487
C -5.3492 2.3000 0.9765 0.040 -0.040 -0.093 -0.5463
O -4.6517 1.3956 0.6548 -0.220 0.004 0.040 0.1741
O -6.3298 2.8313 0.2096 0.021 0.010 0.127 0.0704
H -7.4164 4.5892 0.4277 0.096 -0.076 -0.146 0.1322
H -7.9574 3.2143 1.4113 0.032 -0.022 0.025 0.1317
H -5.4753 4.9673 1.8219 0.006 -0.027 -0.045 0.1360
H -6.5627 4.3079 3.0592 0.090 -0.161 0.065 0.1321
C -2.2615 -0.3215 6.9507 -0.003 -0.153 -0.256 -0.1105
C -0.9240 0.3143 7.2578 0.145 -0.113 -0.089 -0.1145
O -1.3084 1.5351 7.8994 -0.088 -0.079 -0.004 0.0594
C -2.5483 1.3656 8.4208 -0.028 0.039 0.030 -0.5742
O -3.0809 2.1312 9.1562 -0.008 0.010 0.013 0.1589
O -3.0969 0.2045 7.9892 0.135 0.061 0.016 0.0590
H -2.2359 -1.4073 6.9912 -0.124 0.012 0.138 0.1327
H -2.6612 -0.0118 5.9836 0.019 0.006 0.002 0.1226
H -0.3274 -0.2771 7.9548 -0.033 0.008 0.025 0.1321
H -0.3320 0.5148 6.3684 -0.022 0.184 0.039 0.1315
C 1.0131 8.1214 -0.5099 0.003 -0.257 -0.179 -0.1069
C 2.3404 8.7857 -0.2274 0.151 -0.110 -0.093 -0.1139
O 1.9469 9.9679 0.4813 -0.061 -0.059 -0.004 0.0537
C 0.7335 9.7372 1.0406 -0.048 -0.008 0.035 -0.5780
O 0.2084 10.4574 1.8277 -0.002 0.027 0.006 0.1524
O 0.2046 8.5802 0.5828 0.125 0.126 -0.009 0.0629
H 1.0743 7.0376 -0.5180 -0.139 0.001 0.148 0.1130
H 0.5645 8.4608 -1.4450 0.007 0.046 0.022 0.1362
H 2.9801 8.1824 0.4188 -0.045 -0.004 0.030 0.1341
H 2.8895 9.0427 -1.1292 -0.028 0.178 0.045 0.1318
```
Forces are in eV/Å.

Computed properties:
Frontier orbital gap: 7.69 eV
Molar mass: 960.32 g/mol
Highest occupied orbital energy: -5.93 eV
Total charge: -1